86
Properties=species:S:1:pos:R:3:forces:R:3 method="wB97M-V/def2-TZVPD" gap_ev="6.9 / 4.3" charge=+2 multiplicity=6 e_tot_ev=-74105.4944 s_squared=8.761
Fe 14.275 -14.421 -20.745 -2.7 -2.5 4.0
F 14.074 -15.045 -18.895 0.8 0.8 -2.5
C 16.791 -15.749 -16.476 0.6 2.0 0.5
C 15.959 -14.635 -15.843 -0.1 0.6 -0.3
C 16.315 -13.215 -16.320 0.6 -0.7 -0.3
O 14.600 -14.949 -16.147 -0.8 0.4 0.5
H 16.567 -16.696 -15.997 0.1 -0.2 -0.3
H 17.823 -15.410 -16.347 0.2 -0.7 0.1
H 16.601 -15.685 -17.549 -0.2 -0.6 -0.1
H 16.100 -14.550 -14.764 -0.5 -0.8 0.1
H 17.311 -12.936 -15.971 0.0 -0.1 0.0
H 15.645 -12.449 -15.936 -0.3 -0.2 -0.2
H 16.375 -13.232 -17.415 -0.3 0.4 -0.1
H 14.513 -14.966 -17.109 0.2 0.0 0.1
C 10.451 -13.132 -16.049 0.7 -0.3 0.2
C 11.321 -12.109 -16.762 -1.5 1.0 0.7
C 12.126 -11.212 -15.800 -0.1 -1.3 -0.8
O 12.252 -12.833 -17.570 0.2 -0.3 -0.6
H 11.215 -13.638 -15.444 -0.6 -0.7 0.2
H 9.957 -13.779 -16.774 0.3 -0.3 0.0
H 9.657 -12.811 -15.376 0.3 0.6 0.0
H 10.663 -11.549 -17.433 0.4 0.2 -0.2
H 11.589 -10.913 -14.904 -0.2 0.5 -0.3
H 12.565 -10.433 -16.419 0.0 0.4 0.6
H 12.921 -11.876 -15.448 0.2 0.2 0.1
H 12.627 -13.487 -16.957 0.4 -0.1 -0.4
C 15.125 -17.270 -23.622 -1.1 1.2 0.5
C 15.826 -16.875 -22.305 1.3 -2.4 -1.1
C 17.181 -16.265 -22.537 0.0 1.3 -0.8
O 15.089 -16.203 -21.251 -0.4 2.2 -0.2
H 14.806 -16.427 -24.243 0.5 0.3 0.0
H 14.178 -17.796 -23.491 0.3 -0.4 0.4
H 15.811 -17.867 -24.216 0.0 -0.1 0.2
H 16.046 -17.826 -21.809 -0.2 -0.1 0.0
H 17.097 -15.315 -23.084 -0.2 0.3 0.4
H 17.744 -16.817 -23.290 0.0 -0.6 0.5
H 17.757 -16.120 -21.625 0.1 -0.1 -0.1
H 15.418 -16.651 -20.422 -0.4 -0.7 0.9
C 12.168 -11.140 -21.292 -0.1 0.3 -1.0
C 13.515 -11.443 -20.704 -0.4 1.8 1.8
C 13.937 -10.338 -19.704 -0.2 0.7 -1.5
O 13.428 -12.702 -19.970 1.7 -1.7 -2.3
H 12.222 -10.194 -21.835 0.0 0.1 0.2
H 11.392 -11.052 -20.532 0.0 -0.1 0.0
H 11.872 -11.846 -22.072 -0.1 -0.2 0.2
H 14.317 -11.437 -21.446 0.0 -1.0 -0.1
H 13.093 -9.823 -19.245 -0.1 -0.7 0.6
H 14.279 -9.538 -20.370 0.4 0.0 0.1
H 14.760 -10.594 -19.043 -0.2 -0.1 0.1
H 12.876 -12.665 -19.143 -0.1 -0.2 1.0
C 10.420 -15.264 -22.342 0.2 1.2 0.1
C 11.079 -14.868 -21.027 -0.9 -1.6 0.9
C 10.278 -15.559 -19.893 0.1 1.0 0.1
O 12.424 -15.500 -20.908 0.2 1.1 -1.1
H 10.426 -16.340 -22.510 0.3 0.0 -0.1
H 10.849 -14.675 -23.153 0.0 -0.4 -0.3
H 9.366 -14.988 -22.279 0.0 0.1 0.0
H 11.288 -13.808 -20.913 -0.4 0.0 0.1
H 9.950 -16.549 -20.212 0.1 0.0 -0.1
H 9.388 -14.979 -19.646 -0.1 0.0 -0.1
H 10.855 -15.664 -18.975 0.1 0.1 0.0
H 12.176 -16.434 -21.006 1.1 -0.2 0.1
C 13.172 -18.528 -15.669 0.4 -0.6 -0.2
C 12.155 -18.459 -16.830 0.8 1.2 1.8
C 11.041 -17.515 -16.395 -1.0 -0.8 -1.0
O 12.781 -17.979 -18.030 0.1 -0.2 -0.7
H 13.612 -19.520 -15.549 -0.1 -0.1 0.0
H 12.688 -18.259 -14.734 0.1 -0.1 0.1
H 14.028 -17.865 -15.812 -0.2 0.3 -0.1
H 11.721 -19.440 -17.008 0.2 0.0 -0.4
H 10.688 -17.796 -15.406 -0.1 0.1 0.0
H 10.227 -17.708 -17.102 -0.3 0.4 0.2
H 11.246 -16.443 -16.415 0.5 -0.1 0.1
H 12.829 -17.017 -17.987 -0.1 0.0 0.3
C 16.211 -20.219 -19.119 -0.6 0.6 0.0
C 16.425 -18.759 -18.700 0.6 -1.0 0.5
C 17.733 -18.170 -19.167 -0.5 0.1 -1.0
O 15.371 -17.973 -19.289 0.3 1.0 -0.4
H 15.124 -20.315 -19.132 0.0 -0.5 0.1
H 16.637 -20.944 -18.430 0.1 0.1 0.0
H 16.547 -20.408 -20.140 0.2 0.0 0.0
H 16.394 -18.698 -17.609 -0.4 0.2 0.0
H 17.742 -18.361 -20.247 0.3 0.2 -0.1
H 18.647 -18.607 -18.773 -0.2 -0.1 0.3
H 17.694 -17.095 -18.993 0.4 0.0 0.1
H 14.599 -17.915 -18.704 -0.2 -0.4 0.1

=====

112
Properties=species:S:1:pos:R:3:forces:R:3 method="wB97M-V/def2-TZVPD" gap_ev=9.0 charge=-1 relative_energy_kj_mol=500.5 e_tot_ev=-139131.5317
P 0.252 0.026 -0.380 0.2 -0.1 -0.1
F -0.260 0.117 -1.924 -0.7 -0.3 0.7
F 1.736 -0.370 -1.002 -0.1 1.3 1.0
F 0.479 1.617 -0.409 0.8 -0.2 0.0
F 0.742 -0.052 1.193 0.9 -0.1 -0.8
F -1.235 0.318 0.270 0.1 -0.7 -1.1
F 0.050 -1.586 -0.363 -1.1 -0.3 0.3
O 3.751 1.747 -5.062 -0.7 0.7 0.3
C 2.912 2.473 -4.574 0.7 -1.3 -0.2
O 2.539 3.618 -5.149 0.4 1.5 -1.3
C 1.678 4.437 -4.334 0.3 -0.3 -0.5
C 1.176 3.461 -3.357 -1.4 -1.1 2.7
C 2.137 2.269 -3.302 -0.1 0.7 -0.7
H 0.842 4.846 -4.901 0.4 0.0 -0.5
H 2.217 5.269 -3.881 0.4 -0.1 -0.2
H 0.174 3.113 -3.608 0.0 -0.1 -0.2
H 1.050 3.891 -2.363 0.0 0.1 0.1
H 1.611 1.316 -3.360 0.3 0.0 0.4
H 2.875 2.317 -2.501 -0.3 -0.3 0.2
O 3.842 -3.544 -3.467 -1.9 -0.6 2.0
C 3.089 -3.815 -2.516 3.2 0.9 -3.2
O 3.620 -4.131 -1.344 0.1 -0.2 1.2
C 2.586 -4.272 -0.357 -1.4 -0.2 -0.1
C 1.292 -4.523 -1.180 0.4 -0.2 0.2
C 1.633 -3.805 -2.463 -1.6 -0.3 -0.5
H 2.420 -3.332 0.167 0.6 0.1 0.2
H 2.842 -5.093 0.313 0.1 0.2 0.0
H 0.354 -4.145 -0.773 0.3 0.0 0.4
H 1.163 -5.581 -1.409 0.1 -0.1 0.2
H 1.295 -2.769 -2.482 -0.1 0.1 0.0
H 1.176 -4.350 -3.289 0.3 0.4 -0.3
O -3.870 -2.494 -3.294 1.9 -1.6 3.6
C -3.430 -2.900 -2.190 -2.5 3.3 -2.5
O -3.387 -4.132 -1.810 0.1 -4.2 -3.2
C -3.044 -4.410 -0.513 -0.6 -1.4 1.5
C -2.934 -3.088 0.121 1.9 -0.1 3.1
C -3.127 -2.129 -0.948 -1.0 3.1 -1.1
H -2.169 -5.026 -0.304 0.4 0.0 -1.1
H -3.858 -5.014 -0.112 -0.2 0.0 0.1
H -1.949 -2.966 0.573 0.1 0.0 0.1
H -3.631 -3.026 0.956 -0.2 0.4 -0.1
H -2.364 -1.392 -1.196 0.1 -0.1 0.6
H -4.024 -1.593 -0.639 -0.1 0.6 -0.9
O 0.897 1.691 7.145 -0.5 -0.8 -0.9
C 0.320 1.225 6.174 4.2 2.2 1.5
O -0.915 0.903 6.225 -4.5 -1.1 0.3
C -1.528 0.774 4.921 -0.1 0.2 -0.5
C -0.414 1.181 4.013 0.3 0.4 -2.8
C 0.833 0.995 4.798 0.6 -0.8 -0.3
H -2.383 1.437 4.787 0.1 0.3 0.7
H -1.938 -0.209 4.692 0.5 -0.4 0.7
H -0.504 2.203 3.644 -0.1 0.4 0.5
H -0.321 0.655 3.064 -0.5 -0.5 0.1
H 1.699 1.511 4.382 -0.2 0.4 0.7
H 1.083 -0.066 4.791 0.2 0.0 0.0
O -4.833 1.418 -0.330 -0.7 -1.7 3.4
C -5.110 0.974 0.803 1.6 1.6 -2.3
O -6.318 1.114 1.329 -1.9 1.1 -0.6
C -6.470 0.590 2.645 0.1 -0.5 -0.2
C -5.083 0.555 3.161 1.7 -0.3 0.3
C -4.251 0.309 1.878 -0.1 0.2 0.3
H -6.880 -0.407 2.480 -0.3 0.0 0.5
H -7.066 1.220 3.305 -0.5 0.0 -0.7
H -4.909 -0.164 3.961 -0.1 -0.3 -0.2
H -4.823 1.508 3.622 0.0 0.2 -0.3
H -4.234 -0.754 1.640 0.2 -0.1 0.0
H -3.234 0.699 1.933 -0.1 -0.1 -0.3
O -2.700 -0.242 -5.453 -1.2 0.7 1.8
C -3.054 0.744 -4.814 2.6 -3.2 -2.9
O -2.848 1.892 -5.483 -0.8 -0.3 -1.1
C -3.248 2.979 -4.757 0.6 1.1 2.5
C -3.358 2.430 -3.295 -0.6 0.9 0.6
C -3.484 0.933 -3.392 0.3 0.1 -1.6
H -4.173 3.474 -5.050 0.0 -0.2 -0.5
H -2.397 3.655 -4.837 -0.4 0.6 0.1
H -4.252 2.774 -2.776 0.4 0.6 0.1
H -2.455 2.676 -2.736 -0.2 0.2 0.1
H -4.511 0.569 -3.394 0.1 -0.2 0.8
H -2.762 0.413 -2.762 -0.6 -0.3 0.1
C 6.017 -1.220 -2.078 -1.0 -0.3 0.2
C 4.749 -0.532 -2.558 1.3 -0.5 -2.3
O 4.697 0.712 -1.889 -0.9 2.9 0.3
S 6.176 1.321 -1.456 -0.6 -4.2 -1.9
O 6.090 2.108 -0.267 -0.3 -0.8 -0.7
O 7.019 1.769 -2.556 -1.7 -0.7 1.6
O 6.458 -0.309 -1.126 3.8 2.0 2.1
H 6.650 -1.435 -2.939 0.6 0.3 0.3
H 5.809 -2.157 -1.562 0.1 0.1 0.1
H 3.904 -1.220 -2.526 -0.5 1.1 0.6
H 5.004 -0.335 -3.600 -0.9 0.3 -0.2
C 2.611 2.717 1.714 -1.6 -0.2 -1.3
C 2.951 3.824 0.685 0.1 -2.2 0.6
O 1.959 4.812 0.870 -1.8 0.8 0.7
S 1.357 4.912 2.419 2.3 -1.5 -0.8
O -0.077 4.751 2.590 2.4 -0.1 -0.8
O 2.005 6.072 2.983 -0.9 -1.5 -0.1
O 2.212 3.476 2.814 -1.2 2.7 2.7
H 3.336 1.930 1.925 0.7 0.9 0.4
H 1.727 2.114 1.507 0.0 0.1 -1.0
H 2.866 3.397 -0.315 0.1 0.4 -0.1
H 3.952 4.171 0.940 -0.1 0.4 -0.3
C 0.851 -3.366 3.087 -0.4 -2.3 -2.3
C -0.468 -2.973 3.666 -1.5 1.8 -0.7
O -0.135 -2.199 4.797 0.7 -1.2 2.2
S 1.209 -2.878 5.453 1.1 2.6 1.2
O 0.953 -4.126 6.145 0.2 1.4 -1.7
O 1.908 -1.807 6.169 -1.3 -2.5 -1.6
O 1.876 -3.031 3.937 0.7 0.5 3.1
H 1.039 -2.959 2.094 0.0 0.2 0.2
H 0.822 -4.454 3.030 0.2 -0.2 -0.5
H -1.155 -3.803 3.830 0.2 -0.1 0.6
H -0.999 -2.235 3.065 0.0 -0.2 -0.4

=====

8
Properties=species:S:1:pos:R:3:forces:R:3 method="wB97M-V/def2-TZVPD" gap_ev=8.0 charge=0 relative_energy_kj_mol=68.1 e_tot_ev=-13429.6272 smiles="C1N=NN=[SiH]1"
C -0.641 -0.584 -0.069 0.0 1.1 -0.2
N 0.637 -1.291 -0.126 -1.4 -1.2 -0.1
N 1.648 -0.615 -0.024 1.7 -0.5 0.0
N 1.609 0.741 0.109 -0.3 2.3 0.3
Si 0.028 1.243 0.083 -0.5 -3.1 -0.6
H -1.104 -0.888 0.876 -0.1 0.0 0.0
H -1.303 -0.970 -0.877 0.5 0.6 0.5
H -0.873 2.362 0.028 0.1 0.8 0.2

=====

73
Properties=species:S:1:pos:R:3:forces:R:3 method="wB97M-V/def2-TZVPD" gap_ev=9.1 charge=-1 relative_energy_kj_mol=272.6 e_tot_ev=-119967.8923
Br -0.133 0.189 0.063 0.0 -0.1 -0.1
O 1.587 1.350 2.610 0.4 -0.8 0.4
H 1.831 2.201 2.245 0.2 0.6 -0.1
H 1.235 0.862 1.865 -0.4 -0.4 -0.4
O 1.203 2.639 -1.701 0.2 0.7 -0.5
H 0.640 2.111 -1.134 -0.5 -0.4 0.4
H 2.090 2.466 -1.385 0.3 -0.1 0.0
O -3.077 2.050 0.698 -0.3 0.0 0.5
H -2.492 2.720 1.052 0.2 0.2 0.0
H -2.511 1.293 0.545 0.4 -0.3 -0.2
O 3.311 0.343 4.603 0.4 -0.4 0.6
H 4.017 0.957 4.404 0.1 0.1 0.0
H 2.658 0.497 3.920 -0.4 0.3 -0.5
O 2.147 -4.057 0.456 -0.1 -0.5 -0.2
H 1.311 -3.599 0.366 -0.4 -0.1 0.0
H 2.796 -3.358 0.538 0.4 0.4 0.1
O 2.921 -0.150 -1.694 0.5 -0.3 0.5
H 2.704 -0.291 -2.615 -0.1 0.6 -0.2
H 2.075 -0.026 -1.264 -0.7 0.0 0.5
O 0.000 2.463 4.448 0.0 0.9 0.6
H 0.669 1.993 3.950 0.1 -0.2 -0.2
H -0.797 1.947 4.326 -0.3 -0.2 0.1
O -1.586 4.361 -1.199 0.2 -0.1 0.0
H -0.987 5.074 -0.977 0.2 0.1 0.0
H -2.458 4.727 -1.055 -0.4 -0.1 0.0
O 5.081 1.421 -1.711 0.7 0.5 -0.1
H 5.294 1.820 -0.868 0.2 0.1 0.1
H 4.273 0.934 -1.548 -0.7 -0.5 -0.1
O 4.149 -2.074 0.594 0.1 0.0 0.3
H 4.014 -1.438 -0.109 -0.3 0.4 -0.4
H 5.033 -2.411 0.445 0.2 -0.1 0.0
O -4.463 -0.566 -1.110 0.1 -0.3 -0.2
H -3.734 -0.851 -0.561 0.2 -0.3 0.4
H -4.783 0.233 -0.690 -0.2 0.5 -0.2
O -4.813 2.356 -1.366 -1.4 0.4 0.2
H -4.213 2.394 -2.110 0.5 -0.3 -0.3
H -4.244 2.247 -0.604 0.4 0.2 0.3
O -2.609 -3.185 -2.670 -0.4 -0.4 -0.2
H -2.277 -3.112 -1.775 0.2 0.0 0.1
H -2.448 -2.325 -3.057 0.1 0.4 -0.1
O 2.431 3.708 1.726 0.2 0.3 -0.2
H 3.267 4.139 1.901 0.2 0.0 0.2
H 1.987 4.286 1.106 -0.3 0.1 -0.2
O -2.221 0.816 4.166 -0.1 0.0 0.0
H -2.364 0.571 3.252 -0.1 0.0 -0.4
H -2.824 0.261 4.661 -0.1 -0.2 0.2
O 0.174 -3.410 -2.042 0.4 0.0 0.2
H -0.028 -3.092 -2.922 -0.5 0.3 -0.2
H 0.925 -3.992 -2.164 0.2 -0.3 0.3
O -2.643 2.113 -2.934 -0.2 0.1 -0.3
H -2.089 1.442 -2.535 0.1 -0.3 0.0
H -2.059 2.861 -3.062 0.2 0.2 0.0
O -0.640 -0.860 -3.140 -0.4 -0.1 -0.6
H -0.695 -0.548 -2.237 0.0 0.1 0.6
H 0.288 -0.782 -3.365 0.3 0.0 -0.1
O -0.146 -2.218 2.584 0.0 -0.2 0.4
H -0.173 -1.639 1.822 0.0 0.4 -0.4
H 0.346 -1.727 3.242 0.2 0.1 0.3
O -2.847 -2.836 4.003 -0.5 0.1 0.5
H -2.174 -3.505 4.130 0.2 -0.1 -0.1
H -2.471 -2.238 3.357 0.3 0.0 -0.5
O -0.365 -4.906 1.936 -0.5 -0.6 -0.1
H -0.280 -3.998 2.228 0.1 0.6 0.2
H 0.250 -5.393 2.485 0.2 -0.1 -0.1
O 2.116 -0.684 -4.217 -0.1 0.0 -0.1
H 2.273 -0.693 -5.161 0.0 0.2 -0.3
H 2.658 -1.396 -3.877 0.1 -0.7 -0.1
O -2.476 -1.941 0.955 -0.6 0.1 0.1
H -1.705 -1.540 0.554 0.4 0.3 -0.3
H -2.562 -2.788 0.516 -0.1 -0.4 0.1
O -0.055 2.075 -4.545 -0.1 0.2 -0.5
H 0.313 2.490 -3.765 0.3 0.1 0.5
H 0.372 1.220 -4.586 -0.1 -0.2 0.1